1.
# C33H47N9O2S3SbSi3V

C33H47N9O2S3SbSi3V as an isolated structure in a non-equilibrium geometry (wB97M-V/def2-TZVPD, the OMol25 dataset).

XYZ file:
```
99
Properties=species:S:1:pos:R:3:forces:R:3:lowdin_charge:R:1
C 5.2767 -1.9640 2.8310 -0.06 0.05 -0.03 -0.101
H -2.8132 0.6362 -1.7688 0.05 -0.08 -0.08 0.025
H -3.7241 -0.4671 -3.2784 -0.03 0.03 -0.07 0.002
C -3.7047 2.3733 -0.9534 -0.11 0.28 0.01 -0.063
C -1.7992 2.0902 0.9802 0.54 -0.02 -0.23 -0.439
O -0.0403 1.9699 4.2236 0.06 0.08 -0.02 -0.335
H -3.8924 -0.6037 -5.0258 -0.01 0.06 0.07 0.028
C -5.0393 2.6297 5.1822 -0.13 -0.12 -0.01 -0.330
C 1.6025 1.1797 -5.7721 -0.16 0.02 -0.41 -0.234
H 1.8739 -3.1609 -4.3508 -0.10 -0.13 0.00 0.006
C -2.8583 3.6206 4.9081 -0.05 0.07 0.04 -0.060
C 0.1839 -0.9115 2.4399 -0.13 0.01 -0.10 -0.226
C -3.6710 -1.8452 -0.6504 -0.12 -0.14 -0.10 -0.966
H -5.3983 0.8664 3.9949 0.02 0.04 0.04 0.109
H -2.1241 -4.5079 -3.9255 0.00 0.09 0.03 0.038
C -1.8234 2.6261 -4.0431 0.06 0.16 0.06 -0.236
H 2.8540 -3.6190 -1.7561 -0.01 0.00 -0.02 0.068
Si -0.5608 -2.6374 -4.2232 0.07 0.05 0.22 0.278
H -1.7485 -3.7205 -2.3742 -0.05 -0.03 -0.04 -0.003
C 3.4191 -0.2838 -3.9173 0.25 -0.41 0.10 -0.229
O -0.5754 4.1073 3.1350 0.09 0.12 0.01 -0.327
H -3.1684 0.8670 2.9675 0.01 0.10 0.05 0.098
C 1.9336 -2.0228 -0.9540 -0.13 0.17 0.00 -0.897
H -2.8837 -1.9089 1.8603 -0.02 0.06 -0.07 0.099
H 3.8582 -2.2742 -1.5160 -0.05 0.00 -0.01 0.089
H -2.0190 -1.9543 -6.1014 0.12 -0.11 -0.03 0.008
C -3.4265 1.6399 3.6840 0.07 -0.01 -0.01 -0.065
C 1.3625 -0.6932 1.5813 -0.20 0.11 -0.65 -0.169
H -2.1462 4.4048 5.1401 -0.05 -0.06 -0.05 0.114
H -6.6336 3.5050 6.1138 0.00 0.04 -0.04 0.076
H -2.5503 1.6415 -6.7115 0.06 -0.07 0.03 0.040
H -4.3705 4.3820 6.2240 0.00 -0.02 -0.03 0.105
H 3.3442 -1.3062 -4.2997 0.07 0.13 0.03 0.012
V -0.7905 -0.7246 -0.2310 -0.07 -0.07 -0.82 0.308
N 1.0646 -0.4349 0.3209 2.00 -0.53 1.29 -0.112
H -1.4905 2.7790 -3.0170 -0.04 0.03 0.04 0.010
Sb -0.2548 -0.4086 -2.9732 -0.13 -0.18 -1.18 0.980
C -2.7749 1.3703 -0.9821 0.37 -0.35 0.18 -0.195
C -2.0174 -1.6332 2.4467 0.15 0.16 -0.24 -0.096
H 6.0019 -0.3365 1.6262 -0.03 0.00 0.03 0.098
N -0.8924 1.8681 1.9383 -0.46 -0.19 -0.09 -0.070
H -4.3911 0.8844 -4.2029 0.05 -0.08 -0.04 0.034
C -3.6368 0.0889 -4.2163 -0.14 -0.12 0.14 -0.219
S -0.8810 2.7089 3.3035 0.20 -0.26 -0.33 0.579
C -4.1085 3.6125 5.5044 0.03 0.07 0.04 -0.042
H 1.1628 2.8501 -3.0584 0.11 -0.04 0.03 0.020
H 0.8641 -4.4657 -5.0273 0.01 0.06 0.09 0.030
C 2.8800 -2.1960 2.8993 0.02 -0.10 -0.06 -0.030
H -2.7919 3.1256 -4.1578 0.07 -0.03 -0.03 0.031
H 2.0105 -2.7479 3.2325 0.01 0.02 0.00 0.115
C -0.9080 -1.3004 4.5241 -0.03 0.03 0.12 -0.041
H -4.2289 4.1354 0.1891 0.01 -0.05 0.00 0.108
H 2.9273 2.7461 -3.2646 -0.09 -0.03 0.04 0.034
H -2.9015 -2.9704 -3.4762 0.06 -0.09 0.00 0.024
C -1.8052 0.8965 -6.4021 0.16 -0.20 -0.28 -0.222
H 0.8823 2.0003 -5.8494 0.12 -0.08 -0.02 0.012
H -1.1046 3.1276 -4.7045 -0.09 -0.04 0.09 0.023
S 0.4741 -2.9312 -0.6249 0.35 -0.02 -0.13 0.615
H 1.2561 0.3620 -6.4149 0.09 0.13 0.05 0.021
H 3.7635 -0.3336 -2.8809 -0.03 0.00 -0.12 0.011
N -6.2966 2.6070 5.8093 0.18 -0.10 0.02 0.077
C -1.9684 -3.5421 -3.4283 -0.30 -0.09 0.19 -0.230
H 3.7613 0.4206 0.9612 -0.02 -0.03 -0.04 0.111
C 2.7178 -1.1019 2.0497 -0.03 0.05 -0.04 -0.151
H -0.9134 -1.2657 5.6077 0.03 -0.03 -0.08 0.114
C -2.0369 -1.6973 3.8256 -0.02 0.04 0.10 -0.052
H -2.0460 -0.0502 -6.8884 -0.02 0.16 -0.01 0.006
H 1.0026 -4.2514 -3.2596 0.04 0.04 -0.11 0.000
H -0.3170 -1.6792 -6.5163 -0.12 -0.14 0.02 0.023
H 4.1581 0.2665 -4.5128 -0.05 -0.06 0.06 0.031
H -0.8290 1.2214 -6.7655 -0.17 0.01 0.01 0.001
Si -1.9266 0.8091 -4.5309 -0.08 0.31 0.25 0.318
C 0.9469 -3.7284 -4.2189 0.39 -0.12 0.08 -0.233
C -1.0086 -2.3654 -6.0119 -0.05 0.21 -0.41 -0.238
C 2.0312 2.1875 -2.9670 -0.02 0.29 0.21 -0.234
N 2.1179 -0.7846 -0.5914 -0.25 -0.07 0.25 -0.016
H 2.1273 1.9052 -1.9130 0.02 0.06 -0.08 0.023
H -4.4692 2.4516 -1.7129 0.02 0.02 0.04 0.097
C 5.1281 -0.8662 1.9878 -0.04 0.00 0.02 -0.085
C 4.1476 -2.6230 3.2882 -0.11 0.05 -0.05 -0.085
Si 1.8205 0.6530 -3.9977 -0.03 0.24 0.25 0.273
C -3.5703 3.2731 0.0972 -0.02 0.01 -0.01 -0.133
N -2.6521 3.1520 1.0247 0.15 -0.15 0.23 0.131
C 3.8671 -0.4410 1.6045 0.01 0.18 0.12 -0.033
N 2.9281 -2.6163 -1.7102 -0.06 -0.02 0.11 0.071
N -2.5354 -1.5585 -0.7098 -1.30 -0.47 -0.03 -0.066
H -6.9995 2.0875 5.3114 -0.06 0.01 -0.06 0.077
C -4.6832 1.6375 4.2664 -0.02 0.03 0.04 -0.031
N -1.8020 1.1857 -0.0733 -0.88 0.79 0.36 0.038
H 1.1159 -0.6023 4.3329 -0.04 0.02 0.00 0.125
H -0.9844 -3.3292 -6.5356 -0.01 0.10 0.05 0.034
S -5.2504 -2.2436 -0.5642 0.21 0.06 -0.04 0.460
H 2.5680 1.5330 -6.1541 -0.10 -0.02 0.02 0.033
C -2.5117 2.6365 3.9960 -0.22 -0.01 0.00 -0.287
N -0.9450 -1.2204 1.7621 0.04 0.01 0.92 0.017
H -2.9384 -2.0106 4.3360 0.04 -0.01 -0.03 0.108
C 0.2197 -0.9231 3.8223 0.13 0.08 0.18 -0.029
H 4.2438 -3.4811 3.9424 -0.01 0.01 -0.02 0.098
H 6.2643 -2.2973 3.1291 -0.04 0.02 -0.02 0.095
```
Positions in Å, forces in eV/Å.

Values from the calculation:
charge = -1
largest force on an atom = 2.441 eV/A
lowest unoccupied orbital energy (alpha / beta) = 2.25 / 1.92 eV
expectation value of S² = 3.7903
molar mass = 955.0 Da
energy = -140861.29241 eV
2S+1 = 4



2.
# C6H7B

An isolated molecule of C6H7B in a non-equilibrium geometry (wB97M-V/def2-TZVPD, the OMol25 dataset).

XYZ file:
```
14
Properties=species:S:1:pos:R:3:forces:R:3:lowdin_charge:R:1
H -3.7934 -0.7124 1.0579 -0.47 -0.15 0.28 0.013
C -2.9153 -0.4832 0.5319 0.51 0.18 -0.13 0.116
C 1.7622 -1.3404 0.0614 -0.05 -0.11 -0.04 0.009
C 1.4342 -0.1371 0.5186 0.15 0.24 0.08 -0.191
C -0.7316 0.1344 -0.8321 0.26 0.47 -0.18 -0.199
H 0.7653 3.2435 0.4039 0.05 0.65 0.07 0.012
C 0.4008 0.7601 -0.0205 -0.04 0.42 -0.16 -0.268
H 2.5617 -1.9119 0.5011 0.12 -0.01 0.18 0.050
B 0.5734 2.1357 0.1774 -0.21 -1.37 -0.08 0.227
H 1.2734 -1.8061 -0.7794 -0.15 -0.04 -0.08 0.048
H -1.0534 0.8255 -1.6191 0.06 -0.20 -0.01 0.120
H -0.3798 -0.7803 -1.3136 0.02 0.17 -0.11 0.103
H 2.0013 0.2692 1.3463 0.17 -0.07 0.11 0.097
C -1.8988 -0.1969 -0.0338 -0.41 -0.20 0.07 -0.138
```
Positions in Å, forces in eV/Å.

Values from the calculation:
largest force on an atom = 1.384 eV/A
relative energy (zero: lowest compared OMol25 entry of this formula, charge and spin) = 34.2 kcal/mol
lowest unoccupied orbital energy = -0.03 eV
molar mass = 89.9 Da
SMILES = [H]/B=C(\C=C)CC#C
energy = -7006.94023 eV
2S+1 = 1



3.
# C4H9N3

An isolated molecule of C4H9N3 in a non-equilibrium geometry (wB97M-V/def2-TZVPD, the OMol25 dataset).

XYZ file:
```
16
Properties=species:S:1:pos:R:3:forces:R:3:lowdin_charge:R:1
C -2.0569 0.8461 -0.2914 -0.17 -0.07 0.41 -0.044
H -2.0943 1.9366 -0.2770 0.04 -0.09 0.01 0.071
C 0.3828 0.9682 0.5779 -1.21 -0.03 -0.16 -0.067
H -2.3072 0.4872 -1.2944 0.13 0.00 0.09 0.079
H 2.8024 -0.3412 -1.3605 -0.40 0.02 -0.02 0.089
N -0.3593 -0.9864 -0.2021 1.20 -0.81 -0.29 -0.066
C -0.7127 0.3145 0.1045 0.48 1.43 0.46 -0.408
N 2.0284 0.2627 -1.1162 0.07 0.34 0.40 0.061
N -0.4431 -1.8863 0.8862 -0.17 -0.02 0.08 -0.029
H 1.3467 0.4497 -1.8406 0.25 -0.09 0.02 0.097
H -0.0864 -2.7798 0.5639 -0.04 0.18 0.02 0.061
H 0.1133 -1.5898 1.6926 -0.13 0.07 -0.13 0.065
C 1.5079 0.1515 0.1572 0.00 -0.93 -0.43 -0.188
H 0.4523 1.8974 1.1396 -0.01 0.11 -0.29 0.093
H -2.8287 0.4605 0.3818 -0.01 -0.01 -0.07 0.076
H 2.2548 -0.1910 0.8784 -0.04 -0.09 -0.12 0.112
```
Positions in Å, forces in eV/Å.

Values from the calculation:
largest force on an atom = 1.574 eV/A
relative energy (zero: lowest compared OMol25 entry of this formula, charge and spin) = 106.8 kcal/mol
lowest unoccupied orbital energy (alpha / beta) = 0.98 / 1.00 eV
molar mass = 99.1 Da
SMILES = CC(/C=C\N)=N/N
energy = -8759.89407 eV
2S+1 = 1



4.
# C4H2ClF3

An isolated molecule of C4H2ClF3 in a non-equilibrium geometry (wB97M-V/def2-TZVPD, the OMol25 dataset).

XYZ file:
```
10
Properties=species:S:1:pos:R:3:forces:R:3:lowdin_charge:R:1
F -1.5517 1.6441 -0.3516 0.60 -1.69 0.06 0.058
C -1.3771 -0.7012 0.0232 1.05 -0.58 -0.18 -0.654
H 2.6538 0.0138 0.1933 -0.18 1.17 0.28 0.081
F -0.6341 -1.8440 0.2825 -0.75 1.86 -0.31 -0.016
F 0.9903 2.0313 0.2671 -0.85 0.07 -0.39 0.064
Cl -3.0043 -1.0968 -0.1517 -0.28 0.31 0.01 0.790
H 1.5085 -1.1741 -0.1281 -1.05 -1.00 -0.32 0.051
C 1.5928 -0.1408 0.0476 0.55 -0.06 -0.51 0.118
C -0.7955 0.5059 -0.1581 -1.38 0.31 0.36 -0.210
C 0.6175 0.7618 -0.0242 2.28 -0.38 0.99 -0.282
```
Positions in Å, forces in eV/Å.

Values from the calculation:
largest force on an atom = 2.514 eV/A
relative energy (zero: lowest compared OMol25 entry of this formula, charge and spin) = 19.3 kcal/mol
lowest unoccupied orbital energy = 0.17 eV
molar mass = 142.5 Da
SMILES = C=C(F)/C(F)=C(\F)Cl
energy = -24853.07495 eV
2S+1 = 1